Record 1
Molecular formula: C14H16N2OS
Method: DFT, ωB97M-V/def2-TZVPD

Computed properties:
orbital gap: 8.1 eV
SMILES string: CC(C)c1ccc(-n2nc3c(c2O)SCC3)cc1
E_HOMO: -7.45 eV
E_LUMO: 0.65 eV
strongest force on any atom: 4.94 eV/Å

Geometry (Å):
C (4.6659, 0.6858, -1.2925)
C (3.4057, 1.4247, -1.7693)
C (3.2407, 1.2861, -3.3066)
C (2.1315, 0.9203, -1.0624)
C (1.6507, -0.4270, -1.2088)
C (0.5018, -0.8969, -0.6582)
C (-0.3252, -0.0064, 0.0690)
N (-1.5442, -0.3889, 0.6513)
N (-2.5447, 0.4504, 1.0797)
C (-3.2934, -0.2051, 1.8705)
C (-2.9792, -1.5526, 1.6395)
C (-1.7942, -1.7012, 1.0029)
O (-1.2156, -2.9348, 0.7489)
S (-4.1184, -2.7218, 2.2548)
C (-4.9783, -1.4584, 3.1177)
C (-4.6979, -0.0737, 2.3910)
C (0.0732, 1.3036, 0.2538)
C (1.2342, 1.7253, -0.3156)
H (4.5584, -0.3037, -1.5720)
H (4.8655, 0.8443, -0.2485)
H (5.5341, 1.0874, -1.8443)
H (3.5722, 2.5344, -1.5251)
H (3.9820, 1.7551, -3.9157)
H (2.4063, 1.9206, -3.5004)
H (3.0720, 0.1777, -3.5908)
H (2.1851, -1.2024, -1.8315)
H (0.2656, -1.9173, -0.9748)
H (-0.2800, -2.8869, 0.9975)
H (-4.5458, -1.4448, 4.1928)
H (-6.1259, -1.6539, 3.2039)
H (-5.4384, 0.2222, 1.5626)
H (-4.6531, 0.7025, 3.1467)
H (-0.4742, 1.9867, 0.7547)
H (1.6634, 2.7487, -0.3206)


Record 2
Molecular formula: AgH14O7
Method: DFT, ωB97M-V/def2-TZVPD

Computed properties:
net charge: +1
orbital gap: 9.8 eV
E_HOMO: -13.55 eV
E_LUMO: -3.70 eV
strongest force on any atom: 3.98 eV/Å

Geometry (Å):
Ag (-0.5097, 0.3640, 0.0330)
O (-0.4097, 2.5330, -1.2370)
H (-0.8637, 2.2480, -1.9630)
H (0.5163, 2.5650, -1.4760)
O (-0.4437, -1.9440, -0.7380)
H (-0.0397, -2.2450, -1.5150)
H (-0.7507, -2.7900, -0.4630)
O (-0.7547, 1.7700, 1.9310)
H (-0.2457, 2.5200, 1.7090)
H (-0.3487, 1.4530, 2.7720)
O (2.6893, -1.8930, -0.1950)
H (1.9933, -1.2220, -0.2400)
H (2.3893, -2.6040, -0.7250)
O (1.6513, 0.4600, -0.9140)
H (1.2413, 0.8050, -1.6960)
H (2.0083, 1.2070, -0.3960)
O (0.5473, -1.1160, 1.6760)
H (-0.3327, -1.1430, 2.0460)
H (0.8313, -2.0060, 1.6820)
O (-2.7477, 0.0880, -0.1930)
H (-2.8707, 1.0330, -0.3510)
H (-3.5507, -0.0840, 0.2530)


Record 3
Molecular formula: C4H6OS
Method: DFT, ωB97M-V/def2-TZVPD

Computed properties:
orbital gap: 9.8 eV
E_HOMO: -9.06 eV
E_LUMO: 0.72 eV
strongest force on any atom: 6.29 eV/Å

Geometry (Å):
C (0.3402, -0.6757, -0.1475)
C (0.4066, 0.6300, -0.1240)
C (-0.8116, -2.0550, 0.0060)
C (-0.2004, 1.9709, -0.3072)
O (2.4062, -0.0630, 1.5293)
S (2.0438, -0.1685, 0.1191)
H (-0.8119, -2.4305, -0.9442)
H (-1.7443, -1.6636, 0.2409)
H (-0.3898, -2.7226, 0.6318)
H (0.0439, 2.4548, -1.2630)
H (-0.0297, 2.5864, 0.5482)
H (-1.2528, 2.1367, -0.2894)


Record 4
Molecular formula: C3H8O2S
Method: DFT, ωB97M-V/def2-TZVPD

Computed properties:
net charge: -2
orbital gap: 6.1 eV
E_HOMO: -0.33 eV
E_LUMO: 5.75 eV
strongest force on any atom: 2.35 eV/Å

Geometry (Å):
C (0.0652, -0.1762, 0.3514)
O (-0.5399, 0.7799, 1.2296)
C (-0.5252, -0.0874, -1.0420)
C (0.4886, -0.7990, -2.0499)
S (-0.0997, -0.9074, -3.7802)
H (-0.1725, -1.1224, 0.8423)
H (1.1294, 0.0358, 0.2323)
H (-1.5600, -0.3166, -1.2876)
H (-0.3484, 0.9606, -1.2970)
H (1.3453, -0.1293, -1.9613)
H (0.7138, -1.7718, -1.5994)
H (-0.2329, 0.8607, 2.1410)
H (-0.1280, 1.6045, 3.7128)
O (-0.1357, 1.0685, 4.5081)


Record 5
Molecular formula: CH2INO7
Method: DFT, ωB97M-V/def2-TZVPD

Computed properties:
orbital gap: 8.9 eV
SMILES string: [H]/N=C(\I)OOOOOOO
E_HOMO: -9.73 eV
E_LUMO: -0.78 eV
strongest force on any atom: 4.59 eV/Å

Geometry (Å):
H (0.7048, 1.2447, 0.3712)
N (0.2853, 0.3066, 0.5046)
C (0.8404, -0.7746, 0.2987)
I (3.0678, -0.9448, -0.1857)
O (0.4469, -1.9723, 0.4247)
O (-0.8851, -2.1378, 1.0215)
O (-1.8065, -1.4045, 0.4506)
O (-2.3857, -2.1373, -0.6831)
O (-2.6751, -1.3224, -1.6737)
O (-3.9127, -0.7387, -1.4925)
O (-3.6786, 0.5509, -0.9400)
H (-3.7354, 1.3188, -1.5982)


Record 6
Molecular formula: C29H78BClN5O13S9
Method: DFT, ωB97M-V/def2-TZVPD

Computed properties:
net charge: +1
orbital gap: 6.4 eV
E_HOMO: -9.52 eV
E_LUMO: -3.14 eV
strongest force on any atom: 2.66 eV/Å

Geometry (Å):
C (-4.0053, 2.3833, -6.3925)
C (-5.0594, 1.6258, -6.1112)
C (-4.9586, 0.2409, -5.4968)
C (-4.4782, -0.6600, -6.6445)
C (-4.6074, -2.1243, -6.3188)
O (-3.8468, -2.7745, -5.6335)
Cl (-6.0997, -2.8680, -6.9878)
C (-3.9230, 0.2109, -4.3728)
N (-4.3159, 0.9449, -3.1901)
N (-3.4449, 0.6741, -2.0850)
C (-5.6939, 0.7251, -2.7470)
C (-6.5460, 2.0489, -2.9238)
C (-5.7677, 3.3020, -3.1906)
O (-5.0147, 3.7194, -2.0545)
C (-6.7676, 4.4149, -3.5364)
N (-7.2460, 4.2829, -4.9157)
B (-5.5781, 0.4497, -1.1397)
N (-5.4561, -0.8781, -0.5529)
O (-5.5945, 1.5679, -0.3171)
C (-6.4476, -0.3495, -3.5096)
O (-6.1158, -1.6670, -3.2415)
N (-6.3345, -0.1455, -5.0193)
H (-3.1618, 2.4158, -5.7196)
H (-3.9533, 3.0247, -7.2549)
H (-6.0321, 2.0268, -6.3797)
H (-4.9480, -0.3742, -7.5756)
H (-3.4221, -0.4537, -6.7637)
H (-3.6625, -0.8328, -4.1542)
H (-3.0173, 0.6557, -4.7647)
H (-2.8009, -0.0908, -2.2969)
H (-2.8500, 1.4894, -1.9791)
H (-7.1891, 1.9275, -3.8014)
H (-7.2277, 2.1780, -2.0949)
H (-5.1057, 3.2313, -4.0434)
H (-4.5048, 4.4880, -2.3100)
H (-7.6006, 4.3684, -2.8353)
H (-6.3098, 5.3848, -3.3787)
H (-7.7625, 5.1120, -5.1762)
H (-7.9385, 3.5478, -4.9529)
H (-6.2784, -1.1926, -0.0590)
H (-4.6384, -0.9454, 0.0343)
H (-4.7421, 2.0036, -0.3791)
H (-7.5007, -0.2405, -3.2784)
H (-5.3512, -1.9748, -3.7355)
H (-7.0137, 0.5560, -5.3084)
H (-6.6654, -1.0208, -5.4392)
C (0.4143, -2.4870, -3.2989)
S (-0.5786, -2.7645, -1.8293)
O (-1.5153, -1.6002, -1.7064)
C (0.7296, -2.5003, -0.6430)
H (-0.2365, -2.5677, -4.1678)
H (0.8577, -1.4917, -3.2596)
H (1.1922, -3.2473, -3.3550)
H (1.1508, -1.5028, -0.7719)
H (1.5030, -3.2579, -0.7762)
H (0.3041, -2.5916, 0.3557)
C (2.4180, -5.8785, 3.0219)
S (2.2807, -4.2683, 2.2365)
O (3.3470, -4.1943, 1.1919)
C (2.8452, -3.3132, 3.6392)
H (2.1444, -6.6383, 2.2923)
H (3.4448, -6.0385, 3.3512)
H (1.7346, -5.9237, 3.8692)
H (3.8446, -3.6433, 3.9270)
H (2.1473, -3.4419, 4.4673)
H (2.8790, -2.2645, 3.3508)
C (7.6952, -7.2172, 0.2123)
S (5.9851, -7.7560, 0.0780)
O (5.8949, -8.6393, -1.1136)
C (5.3209, -6.1572, -0.3924)
H (8.3024, -8.0839, 0.4636)
H (8.0237, -6.8022, -0.7405)
H (7.7788, -6.4709, 1.0024)
H (5.8078, -5.8128, -1.3057)
H (5.4759, -5.4432, 0.4151)
H (4.2542, -6.2710, -0.5661)
C (-10.0635, 6.7667, 0.2688)
S (-8.8796, 6.6809, -1.0777)
O (-9.1855, 5.4505, -1.8614)
C (-7.4524, 6.3070, -0.0510)
H (-11.0463, 6.9527, -0.1584)
H (-10.0707, 5.8214, 0.8111)
H (-9.7936, 7.5862, 0.9342)
H (-7.6348, 5.3922, 0.5127)
H (-7.2668, 7.1412, 0.6253)
H (-6.5930, 6.1678, -0.7037)
C (5.8868, -0.7576, 1.2833)
S (5.7654, -0.6089, 3.0669)
O (4.3104, -0.4995, 3.4047)
C (6.4681, 1.0401, 3.1744)
H (5.4624, -1.7198, 0.9961)
H (5.3313, 0.0474, 0.8027)
H (6.9369, -0.7204, 0.9925)
H (5.8791, 1.7365, 2.5778)
H (7.4999, 1.0169, 2.8192)
H (6.4529, 1.3495, 4.2190)
C (11.0213, 1.7121, 4.8631)
S (10.8158, -0.0309, 4.4721)
O (10.1041, -0.1085, 3.1664)
C (9.6049, -0.3684, 5.7573)
H (11.7168, 2.1394, 4.1440)
H (10.0591, 2.2198, 4.7911)
H (11.4293, 1.8112, 5.8688)
H (8.7384, 0.2794, 5.6245)
H (10.0585, -0.2011, 6.7340)
H (9.2974, -1.4086, 5.6731)
C (-0.3741, 1.1024, 2.5585)
S (-1.5358, -0.0448, 3.3123)
O (-0.9132, -1.3895, 3.2548)
C (-2.7556, 0.0276, 1.9897)
H (0.4978, 1.1720, 3.2058)
H (-0.0747, 0.7278, 1.5789)
H (-0.8416, 2.0833, 2.4671)
H (-2.2943, -0.2741, 1.0465)
H (-3.1511, 1.0413, 1.9161)
H (-3.5615, -0.6592, 2.2409)
C (4.8755, -3.3539, 8.8811)
S (5.2222, -3.1702, 7.1268)
O (6.5768, -2.5693, 7.0085)
C (4.0327, -1.8560, 6.8274)
H (5.5490, -4.1090, 9.2805)
H (5.0449, -2.4045, 9.3888)
H (3.8434, -3.6782, 9.0139)
H (4.2587, -1.0061, 7.4717)
H (3.0265, -2.2271, 7.0256)
H (4.1125, -1.5554, 5.7814)
C (5.6593, 4.5802, -0.3330)
S (4.4979, 3.4546, 0.4476)
O (5.0908, 2.0937, 0.3776)
C (3.2428, 3.5571, -0.8348)
H (6.5487, 4.6306, 0.2910)
H (5.9249, 4.2062, -1.3217)
H (5.2089, 5.5698, -0.4077)
H (3.6692, 3.2516, -1.7904)
H (2.8694, 4.5794, -0.8935)
H (2.4305, 2.8861, -0.5630)


Record 7
Molecular formula: C4H16O4
Method: DFT, ωB97M-V/def2-TZVPD

Computed properties:
orbital gap: 10.4 eV
SMILES string: CO.CO.CO.CO
E_HOMO: -9.83 eV
E_LUMO: 0.52 eV
strongest force on any atom: 1.22 eV/Å

Geometry (Å):
C (2.1438, 0.5084, 1.3842)
O (1.6089, 1.4981, 2.2446)
H (1.7078, 0.6064, 0.3720)
H (3.1947, 0.6993, 1.1573)
H (1.9537, -0.4892, 1.7832)
H (0.7745, 1.1514, 2.5813)
C (-0.4636, 1.7159, -2.0347)
O (-0.4096, 1.0001, -3.2864)
H (0.1077, 1.2463, -1.2372)
H (-0.1092, 2.7352, -2.1877)
H (-1.5062, 1.6794, -1.6965)
H (-0.9680, 1.4935, -3.8898)
C (0.1811, -1.8868, -1.3534)
O (0.5724, -1.6239, -2.6701)
H (0.3462, -2.9394, -1.1195)
H (0.7535, -1.3757, -0.5571)
H (-0.8490, -1.5809, -1.1211)
H (0.3276, -0.7026, -2.8654)
C (-1.6134, -0.9496, 2.2278)
O (-0.9175, 0.0050, 3.0504)
H (-2.0358, -0.4302, 1.3611)
H (-0.8818, -1.6253, 1.7895)
H (-2.3683, -1.4431, 2.8364)
H (-1.5495, 0.7079, 3.2312)


Record 8
Molecular formula: C2H4BrOP
Method: DFT, ωB97M-V/def2-TZVPD

Computed properties:
orbital gap: 9.4 eV
SMILES string: CP(Br)C=O
E_HOMO: -9.06 eV
E_LUMO: 0.31 eV
strongest force on any atom: 2.25 eV/Å

Geometry (Å):
C (-0.2427, 0.4872, -0.6242)
P (1.4427, -0.2570, -0.4813)
Br (2.4371, 1.2675, 0.7602)
C (0.9525, -1.4303, 1.1195)
O (-0.0796, -2.0116, 1.1531)
H (-0.5336, 1.0092, 0.2861)
H (-0.9383, -0.3282, -0.8193)
H (-0.2617, 1.1810, -1.4651)
H (1.7235, -1.4491, 1.9050)


Which value of orbital gap does entry 5 give? 8.9 eV